No. 1
Molecular formula: C56H64NO5S2
Method: DFT, wB97M-V/def2-TZVPD

Last column: Löwdin charge in e.
Cartesian coordinates (Å):
1 C 8.94600 0.00135 5.11343  -0.15
2 C 7.57930 -0.91479 4.81375  -0.37
3 C 6.37595 0.16563 4.53044  -0.11
4 C 7.96044 -1.87884 3.54491  -0.18
5 C 6.68430 -2.56974 2.78326  -0.29
6 C 6.04841 -1.62475 1.58300  -0.09
7 C 5.52910 -3.17377 3.81728  -0.20
8 O 4.39073 -3.71222 3.05818  -0.30
9 S 3.03837 -2.67642 3.08108  0.72
10 O 2.47115 -2.67668 1.60769  -0.42
11 O 3.34507 -1.19683 3.41305  -0.39
12 N 1.71269 -3.32858 4.06944  -0.37
13 S 0.42557 -2.16053 4.23770  0.65
14 O 0.31840 -1.12762 3.09108  -0.43
15 O 0.72522 -1.35199 5.55990  -0.46
16 C -1.21394 -3.04840 4.41317  -0.25
17 C -2.54130 -2.12178 4.15575  -0.15
18 C -3.97860 -2.90933 3.82187  -0.04
19 C -5.39265 -2.05542 3.56030  -0.09
20 C -5.45520 -0.38692 3.63409  -0.08
21 C -4.02650 0.40094 4.00218  -0.06
22 C -2.62684 -0.48661 4.22999  0.00
23 H 8.98842 0.41185 6.20855  0.07
24 H 9.91790 -0.63223 4.83976  0.08
25 H 8.95292 0.91245 4.34287  0.09
26 H 7.40628 -1.56514 5.79884  0.14
27 H 6.38448 0.62575 3.45127  0.09
28 H 6.57662 1.08097 5.27027  0.08
29 H 5.32960 -0.27202 4.85828  0.08
30 H 8.67407 -2.75726 3.91680  0.12
31 H 8.57203 -1.27809 2.74591  0.10
32 H 7.11682 -3.53194 2.22393  0.14
33 H 5.45818 -0.69091 1.96792  0.07
34 H 6.93420 -1.19817 0.90587  0.07
35 H 5.41706 -2.35206 0.89926  0.09
36 H 6.05174 -4.11324 4.33654  0.14
37 H 5.24992 -2.44401 4.68760  0.12
38 H -1.24839 -3.93982 3.63230  0.12
39 H -1.29610 -3.50893 5.50856  0.13
40 H -4.01535 -4.10153 3.78013  0.09
41 H -6.41492 -2.62663 3.33425  0.07
42 H -6.43204 0.24048 3.44544  0.07
43 H -3.98486 1.58517 4.10919  0.08
44 H -1.66813 0.13272 4.48829  0.08
45 C -1.08626 5.75698 4.06165  -0.12
46 C -2.10845 5.86617 3.11934  -0.12
47 C -2.55134 4.73440 2.43541  -0.10
48 C -1.97813 3.49051 2.70131  -0.10
49 C -0.95849 3.38077 3.64639  -0.08
50 C -0.50923 4.51413 4.32358  -0.09
51 H -0.73902 6.63982 4.59199  0.09
52 H -2.55977 6.83433 2.91718  0.10
53 H -3.34322 4.82092 1.69639  0.10
54 H -2.32651 2.60760 2.17197  0.10
55 H -0.51302 2.41106 3.85465  0.11
56 H 0.28892 4.42916 5.05578  0.10
57 C 2.20522 10.73590 2.34430  -0.11
58 C 2.35908 9.63599 3.18769  -0.09
59 C 1.61879 8.47555 2.96375  -0.09
60 C 0.73100 8.41156 1.88939  -0.09
61 C 0.57995 9.51021 1.04379  -0.10
62 C 1.31342 10.67395 1.27328  -0.12
63 H 2.77983 11.64132 2.52118  0.10
64 H 3.05597 9.68351 4.02074  0.10
65 H 1.73395 7.62108 3.62506  0.10
66 H 0.15761 7.50558 1.71182  0.10
67 H -0.11075 9.45959 0.20563  0.10
68 H 1.19141 11.53160 0.61758  0.10
69 C 8.93722 -1.78549 -1.41082  -0.09
70 C 9.77976 -1.01896 -0.60625  -0.09
71 C 10.71371 -0.16317 -1.18950  -0.10
72 C 10.79838 -0.06651 -2.57874  -0.10
73 C 9.95321 -0.83028 -3.38325  -0.10
74 C 9.02560 -1.69302 -2.80002  -0.09
75 H 8.21181 -2.45488 -0.95592  0.10
76 H 9.70902 -1.08922 0.47631  0.09
77 H 11.37463 0.42895 -0.56237  0.10
78 H 11.52280 0.60401 -3.03342  0.10
79 H 10.01822 -0.75361 -4.46586  0.10
80 H 8.37111 -2.29199 -3.42713  0.10
81 C -7.26278 -5.76049 0.16418  -0.10
82 C -6.42024 -4.99396 0.96875  -0.10
83 C -5.48629 -4.13817 0.38550  -0.09
84 C -5.40162 -4.04151 -1.00374  -0.08
85 C -6.24679 -4.80528 -1.80825  -0.10
86 C -7.17440 -5.66802 -1.22502  -0.10
87 H -7.98819 -6.42988 0.61908  0.10
88 H -6.49098 -5.06422 2.05131  0.09
89 H -4.82537 -3.54605 1.01263  0.09
90 H -4.67720 -3.37099 -1.45842  0.10
91 H -6.18178 -4.72861 -2.89086  0.09
92 H -7.82889 -6.26699 -1.85213  0.07
93 C -10.84294 -6.77096 -6.11797  -0.10
94 C -9.63612 -6.21997 -5.68812  -0.10
95 C -9.38281 -6.07135 -4.32483  -0.08
96 C -10.33330 -6.48329 -3.39027  -0.09
97 C -11.53857 -7.03775 -3.82013  -0.09
98 C -11.79571 -7.17779 -5.18366  -0.10
99 H -11.04141 -6.88348 -7.18061  0.10
100 H -8.89269 -5.90535 -6.41627  0.08
101 H -8.44518 -5.63581 -3.99036  0.09
102 H -10.13403 -6.37206 -2.32771  0.09
103 H -12.27849 -7.36022 -3.09166  0.10
104 H -12.73707 -7.60470 -5.51828  0.10
105 C 2.93219 10.88800 -1.99603  -0.09
106 C 3.77474 11.65452 -1.19146  -0.09
107 C 4.70868 12.51031 -1.77471  -0.10
108 C 4.79335 12.60698 -3.16396  -0.10
109 C 3.94818 11.84320 -3.96847  -0.10
110 C 3.02057 10.98046 -3.38523  -0.09
111 H 2.20678 10.21860 -1.54114  0.09
112 H 3.70400 11.58426 -0.10890  0.09
113 H 5.36960 13.10243 -1.14758  0.10
114 H 5.51777 13.27749 -3.61863  0.10
115 H 4.01319 11.91987 -5.05108  0.10
116 H 2.36608 10.38150 -4.01234  0.10
117 C -6.74521 -6.47773 -10.18808  -0.10
118 C -7.59413 -6.65743 -9.09638  -0.10
119 C -7.79001 -7.93256 -8.56676  -0.09
120 C -7.12854 -9.02765 -9.12328  -0.09
121 C -6.27668 -8.84734 -10.21265  -0.10
122 C -6.08804 -7.57351 -10.74812  -0.10
123 H -6.59545 -5.48431 -10.60272  0.10
124 H -8.10418 -5.80305 -8.65846  0.09
125 H -8.45675 -8.07321 -7.72037  0.09
126 H -7.27726 -10.02073 -8.70760  0.10
127 H -5.76000 -9.70063 -10.64519  0.10
128 H -5.42862 -7.43422 -11.60026  0.10

## Properties
Kohn-Sham gap	7.25	eV
strongest force on any atom	8.653	eV/A
net charge	-1

=====

No. 2
Molecular formula: C56H67BN2OPPb
Method: DFT, wB97M-V/def2-TZVPD

Last column: Löwdin charge in e.
Cartesian coordinates (Å):
1 Pb -0.27344 0.43870 -0.78736  1.49
2 C 1.60062 -1.71972 -5.99961  -0.06
3 C 1.35374 -2.69781 -5.04664  -0.06
4 C 0.37223 -2.49855 -4.09143  -0.14
5 C -0.39251 -1.33059 -4.10139  -0.35
6 C -0.14263 -0.35303 -5.06181  -0.06
7 C 0.85514 -0.55095 -6.00419  -0.06
8 P -1.56620 -1.04698 -2.74081  1.05
9 C -2.94757 -2.20905 -3.00458  -0.34
10 C -4.22044 -1.85096 -2.55946  -0.10
11 C -5.28324 -2.72536 -2.71011  -0.06
12 C -5.09116 -3.95932 -3.31572  -0.06
13 C -3.83078 -4.31315 -3.77250  -0.06
14 C -2.75843 -3.45051 -3.60798  -0.07
15 C -2.25093 0.60470 -3.02478  -0.47
16 C -3.20805 0.92608 -3.98473  -0.08
17 C -3.62893 2.24123 -4.09438  -0.05
18 C -3.09701 3.22073 -3.26232  -0.05
19 C -2.12677 2.90179 -2.31975  -0.09
20 C -1.72154 1.58583 -2.18805  -0.27
21 H 2.38110 -1.86727 -6.73406  0.11
22 H 1.94130 -3.60637 -5.03207  0.11
23 H 0.21246 -3.24173 -3.31891  0.10
24 H -0.72186 0.56037 -5.07305  0.10
25 H 1.05759 0.21971 -6.73603  0.11
26 H -4.38878 -0.87918 -2.11833  0.09
27 H -6.26487 -2.44428 -2.35165  0.11
28 H -5.92364 -4.63852 -3.44137  0.11
29 H -3.67665 -5.26686 -4.25948  0.11
30 H -1.78392 -3.73896 -3.97331  0.09
31 H -3.60169 0.15729 -4.63867  0.12
32 H -4.36735 2.50458 -4.84023  0.11
33 H -3.43664 4.24436 -3.35029  0.11
34 H -1.70931 3.67890 -1.69095  0.10
35 C 4.32415 -1.41752 -1.95830  -0.03
36 C 3.30700 -1.63853 -0.82489  -0.34
37 C 1.97391 -2.10913 -1.40353  -0.08
38 C 3.33493 -0.38904 0.05361  -0.09
39 C 4.19855 -0.57874 1.28151  -0.23
40 C 4.58251 1.80224 2.15691  -0.17
41 C 3.70706 2.54992 1.20626  -0.03
42 C 2.95380 2.15121 0.17162  -0.11
43 C 2.41063 3.30978 -0.67845  -0.36
44 C 3.07072 3.34361 -2.06450  -0.04
45 C 0.88297 3.39996 -0.82368  -0.13
46 C 2.70846 0.76153 -0.33837  -0.30
47 O 1.85351 0.69000 -1.37950  -0.29
48 H 4.39414 -2.30797 -2.58826  0.08
49 H 5.31472 -1.20512 -1.55238  0.08
50 H 4.01295 -0.57508 -2.57808  0.08
51 H 3.66693 -2.46941 -0.21946  0.11
52 H 1.62068 -1.42674 -2.17010  0.04
53 H 1.22395 -2.21212 -0.61132  0.05
54 H 2.11599 -3.09229 -1.85949  0.09
55 H 4.80462 -1.47263 1.10497  0.14
56 H 4.02884 1.58997 3.07673  0.10
57 H 3.74112 3.62229 1.37868  0.10
58 H 2.72464 4.21927 -0.16415  0.11
59 H 2.78650 2.46738 -2.64411  0.07
60 H 4.15696 3.36509 -1.97088  0.09
61 H 2.75152 4.23994 -2.60117  0.08
62 H 0.56511 2.92857 -1.75296  0.05
63 H 0.56717 4.44435 -0.86362  0.10
64 H 0.37005 2.94144 0.03345  0.05
65 C 4.03852 -1.04530 3.81391  -0.03
66 C 3.27710 -0.88973 2.48918  -0.26
67 C 5.19604 0.53812 1.58086  -0.14
68 C 2.47479 -2.15155 2.22631  -0.13
69 C 3.11398 -3.38061 2.10712  -0.03
70 C 2.39154 -4.53387 1.85675  -0.04
71 C 1.01386 -4.47816 1.72839  -0.03
72 C 0.33292 -3.27374 1.85445  -0.13
73 C -1.17372 -3.24327 1.66727  -0.36
74 C -1.52593 -3.58822 0.21434  -0.05
75 C -1.88556 -4.18887 2.63972  -0.05
76 C 1.08418 -2.11868 2.11172  -0.12
77 N 0.40052 -0.88931 2.37752  0.04
78 B -0.22665 0.09573 1.58547  -0.51
79 N -0.86899 0.99171 2.47220  0.02
80 C -0.61815 0.54740 3.76696  -0.02
81 C 0.12764 -0.57499 3.71005  -0.02
82 C -1.71227 2.11761 2.21162  -0.12
83 C -3.05260 1.88684 1.86777  -0.13
84 C -3.85361 2.98522 1.57962  -0.03
85 C -3.35143 4.27138 1.67557  -0.05
86 C -2.03982 4.48148 2.06480  -0.02
87 C -1.19267 3.41383 2.33899  -0.13
88 C 0.21237 3.66534 2.85664  -0.35
89 C 0.12103 4.18727 4.29801  -0.04
90 C 1.00591 4.64076 1.98555  -0.05
91 C -3.66092 0.49905 1.94437  -0.37
92 C -4.76058 0.46734 3.01234  -0.05
93 C -4.21409 0.01425 0.60640  -0.05
94 H 4.43294 -0.09515 4.17014  0.07
95 H 4.86739 -1.74849 3.72044  0.09
96 H 3.35999 -1.42619 4.57916  0.09
97 H 2.58101 -0.05394 2.57383  0.13
98 H 5.93843 0.15394 2.28440  0.12
99 H 5.39931 2.46681 2.44811  0.12
100 H 5.71767 0.78232 0.65240  0.13
101 H 4.18800 -3.44288 2.23177  0.12
102 H 2.90387 -5.48246 1.75945  0.11
103 H 0.45939 -5.39055 1.54600  0.12
104 H -1.53110 -2.23123 1.86559  0.11
105 H -1.08558 -4.54285 -0.07641  0.09
106 H -1.14369 -2.81972 -0.46173  0.03
107 H -2.60842 -3.65653 0.08211  0.08
108 H -1.72922 -5.23256 2.36314  0.08
109 H -2.95952 -3.99626 2.63202  0.08
110 H -1.52016 -4.04683 3.65715  0.09
111 H -1.02762 1.05511 4.62354  0.13
112 H 0.51179 -1.18729 4.50863  0.14
113 H -4.89065 2.83547 1.30449  0.12
114 H -3.99663 5.11799 1.47883  0.11
115 H -1.66805 5.49338 2.16533  0.12
116 H 0.75639 2.71962 2.86928  0.12
117 H -0.37058 5.16107 4.32085  0.08
118 H 1.11559 4.29248 4.73345  0.08
119 H -0.45954 3.50886 4.92428  0.07
120 H 0.53308 5.62290 1.94501  0.09
121 H 1.10654 4.26196 0.96869  0.01
122 H 2.00713 4.76730 2.39971  0.09
123 H -2.88540 -0.20223 2.25175  0.11
124 H -5.59215 1.11405 2.72964  0.08
125 H -4.37612 0.80940 3.97364  0.09
126 H -5.14276 -0.54780 3.13251  0.08
127 H -5.12615 0.55256 0.33943  0.09
128 H -4.44777 -1.04996 0.67100  0.09
129 H -3.48478 0.16338 -0.19213  0.05

## Properties
Kohn-Sham gap	6.06	eV
strongest force on any atom	1.769	eV/A
net charge	+1